ORCA calculation (ωB97M-V/def2-TZVPD) on a molecular structure, C4H20HfNO14S2 at a distorted geometry.

XYZ file:
```
42
Properties=species:S:1:pos:R:3:mulliken_charge:R:1
Hf 2.1539 0.4123 3.4867 1.13
S -1.5091 -0.0244 3.8886 1.06
O -2.2793 1.0301 4.5749 -0.62
O -1.5599 -1.1931 4.7247 -0.55
O -2.1570 -0.2139 2.6184 -0.52
O -0.1179 0.3796 3.6663 -0.46
S 0.8215 -2.9668 3.0001 1.18
O -0.0988 -3.2393 4.1072 -0.50
O 1.4969 -1.6582 3.1336 -0.72
O 1.9103 -3.8874 3.1198 -0.64
O 0.1827 -3.1329 1.7234 -0.62
O 1.4713 0.5499 1.3001 0.16
H 0.8424 0.2794 0.6031 0.08
C -0.9908 1.8692 -2.6417 -1.15
C -1.5724 0.4866 -2.4495 0.44
C -0.6680 -0.6791 -3.0369 -0.40
O -1.0874 -2.0620 -3.1451 -0.32
C -2.0662 -2.3589 -4.1433 -0.66
N -1.7691 0.2790 -1.0160 -0.49
H -0.0607 2.0044 -2.0896 0.03
H -1.6272 2.6704 -2.2659 0.37
H -0.8462 2.0938 -3.6984 0.42
H -2.5323 0.3458 -2.9462 0.28
H 0.2867 -0.6334 -2.5129 -0.03
H -0.3089 -0.3324 -4.0059 0.40
H -1.6076 -2.3403 -5.1320 0.27
H -2.9181 -1.6879 -4.0330 0.28
H -2.3042 -3.4092 -3.9750 0.23
H -2.2200 -0.5966 -0.7922 0.26
H -0.9093 0.3896 -0.4978 0.07
O 2.4151 -0.4565 -1.0436 -0.70
H 1.8434 -1.1859 -1.2831 0.35
H 2.0849 -0.1613 -0.1951 0.18
O 3.6801 1.7853 2.2006 -0.53
H 3.6837 2.2039 1.3398 0.29
H 4.4325 2.1644 2.6550 0.33
O 2.2306 2.6552 -0.0897 -0.75
H 2.3338 2.3378 -0.9869 0.34
H 2.0595 1.8668 0.4255 0.49
O -1.0134 2.4661 1.6199 -0.64
H -1.3768 2.1021 2.4271 0.34
H -0.3287 1.8479 1.3647 0.28
```

frontier orbital gap = 3.06 eV
lowest unoccupied orbital energy = -1.812 eV
charge = -1